Record 1
C17H17Br6N3 | ωB97M-V with the def2-TZVPD basis set

Each line ends with the Mulliken charge.
Atoms and positions in Å:
N: 0.10578 1.24329 4.94262  -0.5941
Br: -1.01753 2.19752 -0.40556  -0.1299
H: -1.44750 0.49305 2.17238  0.3236
H: -1.67118 0.61888 -2.85014  -0.2355
Br: 1.72492 0.71065 -0.01814  -0.0418
Br: -3.23221 -1.07650 -1.96707  0.1617
H: -1.71937 1.72001 4.32044  0.3943
C: 1.45046 2.71310 -1.80091  0.1174
Br: -1.73206 -0.98522 -4.87691  -0.0585
C: -1.54928 -2.07726 0.14261  1.2546
H: 0.65801 2.53591 -1.08884  0.2933
H: 0.16531 -3.76702 2.41222  0.4018
H: -0.49934 -0.14139 0.52155  -1.6913
C: -0.58815 -3.51617 1.68027  -0.2493
H: -3.31943 -2.71708 -0.88096  0.4635
C: 3.50722 3.10263 -3.58338  -0.2435
Br: -3.70409 1.57312 -3.92261  -0.0228
H: 1.97134 0.81949 5.54453  0.3509
H: 0.54449 -0.71221 1.72687  0.7990
C: 0.52588 -0.29141 2.72135  0.4508
C: 2.32033 1.69523 -2.09337  0.3894
H: 4.24142 3.23314 -4.36461  0.3816
N: -0.64189 -2.30606 1.07846  -0.0522
C: -0.69438 0.36418 2.93566  0.1197
C: -0.83855 1.14814 4.06839  -0.6122
H: -1.61760 -5.37478 1.99873  0.3494
H: -3.42990 -4.87709 0.73179  0.3696
C: 1.18319 0.51655 4.87115  -0.2323
C: -2.67038 -4.11266 0.65990  -0.7829
C: -0.24642 0.39988 -0.39012  1.4585
C: -1.56673 -4.47946 1.39687  -0.4859
C: 2.59940 4.13617 -3.22501  -0.3451
C: 3.40699 1.89687 -2.94043  -0.9588
H: 4.25217 1.26277 -3.16400  0.3638
C: -2.54388 -2.95770 -0.16892  -0.3724
H: -1.39316 -1.18513 -0.44572  -1.1636
H: 2.65546 5.06875 -3.76681  0.3672
H: 2.13373 0.71333 -1.68413  0.4191
C: 1.50818 -0.25632 3.77078  -0.9808
C: -2.52989 0.18007 -3.35824  0.2830
N: 1.58700 3.94344 -2.36199  -0.5636
Br: -0.35634 -0.71032 -2.01521  -0.0797
H: 2.46799 -0.74238 3.67652  0.3840

Forces on the atoms, in the same order (eV/Å):
-0.24 0.91 2.41
-3.11 -1.70 1.00
-0.16 -0.51 -0.16
-0.77 0.37 -0.89
-2.52 -2.63 7.60
-1.83 2.58 -2.95
-0.32 0.12 -0.46
1.62 1.71 -1.79
-0.91 1.20 1.17
0.12 -0.84 0.46
1.64 1.06 -1.12
0.34 0.52 -0.01
-0.45 0.28 -0.64
-1.13 0.45 -1.34
0.03 -1.03 0.71
-0.83 1.53 0.51
0.06 -0.48 -0.07
0.08 -0.53 0.58
1.20 -0.68 1.00
-0.45 0.65 1.34
1.59 -0.39 -3.73
0.20 0.34 0.13
1.01 -1.36 0.67
0.66 0.62 0.14
-0.80 -0.49 -0.60
0.24 -0.22 -0.10
-0.73 0.49 -0.84
1.87 0.35 -1.13
1.27 -0.03 -1.18
2.67 1.18 0.00
0.09 1.04 1.49
-0.24 -1.63 -0.39
0.09 0.83 -0.48
-0.50 -1.03 0.25
-1.77 -2.17 2.02
-1.37 -1.19 1.49
-0.13 0.32 0.27
1.06 0.82 -3.48
-1.65 -0.32 -1.73
-0.69 -0.71 -0.58
0.29 -0.33 0.12
4.46 0.88 0.32
0.01 -0.04 -0.02

LUMO energy: -0.627 eV
HOMO energy: -0.3021 hartree



Record 2
C17H17BrClNO7PRhTe | ωB97M-V with the def2-TZVPD basis set

Each line ends with the Mulliken charge.
Atoms and positions in Å:
P: -0.53811 -1.72252 1.71245  0.5686
H: 0.63777 -4.47523 -1.41982  0.3664
H: 2.35758 -1.68943 -5.09698  0.4332
Cl: 4.74351 -1.10694 -3.66314  -0.2402
C: -3.04354 4.08987 1.03911  -0.6615
O: -1.82109 0.93364 2.27435  -0.6137
C: 0.39829 -0.32358 -2.67306  0.3407
C: 3.06953 -0.78238 -3.29329  0.4426
C: 0.75109 -0.95808 -3.85999  -0.5152
C: -0.62923 -3.83954 0.17760  -0.2693
H: 1.85962 -2.12808 2.92957  0.2895
O: -3.96177 1.54209 1.99141  -0.6379
O: 0.42118 -1.09462 0.73730  -0.3227
H: 1.28259 -4.82296 0.19855  0.3162
C: -1.41112 4.98816 -0.45370  -0.5263
N: -1.08144 2.82569 0.49894  -0.1814
C: -2.60539 5.11764 0.22631  -0.2973
C: 2.74882 -0.12248 -2.12114  -1.3394
H: 1.31204 -1.89358 4.58848  0.3635
O: -0.12711 -1.51769 3.21282  -0.3145
H: -3.19849 6.01586 0.10821  0.4153
Br: 0.93660 3.60048 -1.20684  -0.0623
C: -2.76169 1.75752 1.91120  0.3886
C: 1.40948 0.09827 -1.83256  0.3908
H: -3.98449 4.12816 1.56962  0.4504
H: 3.53181 0.20667 -1.44927  0.4278
Te: -2.77510 -0.86526 1.64254  0.3341
C: 1.28437 -1.47829 3.58567  -0.2571
Rh: -0.32285 0.86100 0.48303  0.3203
H: 1.13293 0.61001 -0.92097  1.0716
O: -1.88892 -0.46323 -3.21571  -0.7470
C: 2.08215 -1.19254 -4.17562  -0.6270
C: -0.68910 3.82056 -0.29174  0.2063
H: 1.31574 -3.16312 -0.43842  0.1421
H: 1.62359 0.39861 2.59354  0.0625
H: -1.19196 -4.76129 0.28427  0.3525
H: 2.87798 -0.06334 3.75193  0.3846
O: -1.43405 0.23268 -1.15991  -0.4091
C: 1.80157 -0.06158 3.56571  -0.8174
C: 0.74065 -4.08975 -0.40270  -0.9470
C: -1.07939 -0.16145 -2.34863  -0.0595
H: -1.04104 5.76362 -1.10670  0.4157
H: -0.04426 -1.26750 -4.52606  0.4853
O: -0.53759 -3.29140 1.54096  -0.3954
C: -2.26023 2.96303 1.15569  0.7179
H: 1.30974 0.54024 4.33208  0.2865
H: -1.20068 -3.15796 -0.45509  0.2684

Forces on the atoms, in the same order (eV/Å):
0.90 -0.39 -0.21
0.00 0.02 0.07
-0.02 0.00 0.04
-0.05 0.02 -0.01
-0.09 -0.14 0.25
-1.05 -0.86 0.63
-0.05 -0.05 -0.03
0.02 0.00 -0.01
0.02 -0.07 -0.10
0.07 0.03 0.03
-0.04 -0.04 -0.13
0.60 -0.09 0.12
-0.29 0.00 -0.01
-0.02 0.03 -0.05
-0.06 0.15 0.03
-0.57 -0.65 -0.43
-0.05 0.29 -0.12
-0.04 0.01 -0.03
-0.01 -0.07 0.05
0.16 0.08 0.26
0.02 -0.03 0.01
-0.07 0.02 0.01
-0.51 1.53 -0.60
0.33 -0.04 -0.12
0.01 0.01 -0.04
-0.04 -0.01 -0.02
-0.17 -0.31 0.58
-0.08 0.03 0.05
0.50 0.41 0.17
0.32 0.13 0.08
0.05 0.01 0.02
-0.09 -0.03 -0.06
0.20 -0.20 0.22
-0.05 -0.05 -0.06
0.05 0.00 -0.07
-0.07 -0.05 0.07
-0.06 0.02 0.02
0.32 0.13 -0.76
-0.05 0.09 0.06
0.12 0.04 0.12
-0.31 0.03 0.38
0.00 -0.01 -0.01
0.04 -0.01 0.01
-0.25 -0.19 -0.36
0.32 0.12 -0.02
0.03 -0.03 -0.05
-0.02 0.12 0.04

LUMO energy (spin up / spin down): -1.591 / -1.596 eV
HOMO energy (spin up / spin down): -0.2566 / -0.2561 hartree



Record 3
C17H17BrHo | ωB97M-V with the def2-TZVPD basis set

Each line ends with the Mulliken spin population.
Atoms and positions in Å:
C: -0.08100 0.80766 5.34863  -0.0008
H: -3.02887 0.39237 -1.05026  0.0001
C: 1.16928 0.92067 -3.30155  -0.0046
H: 0.60032 0.54155 0.54511  -0.0028
C: 0.92569 -0.01826 3.30902  -0.0007
H: 3.20631 -1.10779 -1.53720  -0.0002
H: 1.86391 -0.16420 5.25294  0.0000
C: -1.84071 0.04087 -2.92753  0.0017
H: -0.73253 -1.24073 -4.40998  0.0013
H: -2.09805 1.40750 2.64876  -0.0002
C: -1.16152 -1.11569 -3.41424  -0.0072
H: 1.96283 -1.09089 -3.94267  0.0012
C: -2.39635 -0.27381 -1.64572  -0.0082
Ho: 0.14713 -0.61034 -1.23641  4.0518
C: 2.25245 0.93070 -1.25585  -0.0068
H: -0.82631 -3.15338 -2.50336  -0.0002
C: -0.21265 0.40857 2.55814  -0.0005
C: 1.36196 1.67410 -2.10952  -0.0004
H: -0.03714 0.95716 6.42799  0.0000
Br: 1.09122 -2.60234 0.19741  -0.0080
H: -2.02505 1.76609 5.15032  0.0000
C: -1.25836 -2.15316 -2.42946  -0.0030
H: 1.71913 -0.50598 2.73568  0.0001
H: -1.22059 -0.20073 0.65964  -0.0026
C: -0.28513 0.19916 1.15233  -0.0072
C: 0.99227 0.17055 4.68056  0.0002
C: -2.05198 -1.64145 -1.33435  -0.0006
C: 1.88630 -0.31046 -3.18146  -0.0008
H: -2.01136 0.96336 -3.49447  0.0006
H: 0.99294 2.69375 -1.92748  0.0008
C: 2.56989 -0.30489 -1.92295  -0.0050
C: -1.20878 1.24737 4.62740  0.0005
H: -2.31595 -2.21306 -0.43422  0.0022
C: -1.27305 1.04616 3.26360  -0.0006
H: 0.64804 1.26961 -4.20266  0.0005
H: 2.67566 1.26992 -0.29620  -0.0003

Forces on the atoms, in the same order (eV/Å):
0.16 -0.14 -0.15
0.49 -0.33 -0.17
0.56 0.00 0.30
-0.77 -0.34 0.99
-0.28 0.33 -0.46
-0.35 0.46 -0.16
-0.30 0.09 -0.22
-0.38 -0.81 0.21
0.09 0.20 0.51
0.07 -0.02 0.32
-0.82 -0.50 0.38
-0.11 0.29 0.35
-0.04 -1.04 -0.55
0.76 2.14 0.98
0.38 -0.32 -0.57
-0.19 0.41 0.09
-0.03 0.04 0.71
0.59 -0.39 -0.14
0.01 -0.02 -0.24
0.60 -1.38 0.09
0.37 -0.25 -0.20
-1.49 0.28 -0.46
-0.18 0.05 0.35
0.92 0.97 0.72
-0.17 0.19 -2.34
-0.66 0.55 0.24
-0.71 -0.04 -0.93
0.33 0.52 0.37
0.30 -0.38 0.45
0.11 -0.71 -0.01
0.27 0.91 -0.16
0.34 -0.21 0.52
0.22 0.47 -0.47
0.34 -0.40 -0.42
0.03 -0.32 0.64
-0.44 -0.30 -0.61

Net charge: -1
LUMO energy (spin up / spin down): 2.878 / 2.878 eV
HOMO energy (spin up / spin down): -0.0963 / -0.0975 hartree
Spin multiplicity: 5



Record 4
C17H17BrN2O4 | ωB97M-V with the def2-TZVPD basis set

Each line ends with the Mulliken charge.
Atoms and positions in Å:
C: 1.12856 -0.33455 1.98568  -0.6457
C: -0.88079 0.12238 -1.06273  -0.8422
C: 4.09082 -1.76515 0.57144  -0.4834
H: 5.08778 1.82291 -0.30638  0.4149
N: 0.57055 2.60988 -0.30516  -0.3275
C: 4.80246 0.81397 -0.04715  -0.7825
C: 2.57036 1.68514 0.18636  -0.5092
C: 3.13269 -0.75199 0.71180  0.3505
C: 3.47627 0.56169 0.33171  1.0571
N: 1.33366 1.54012 -0.07984  0.0537
H: 0.14269 0.12218 -1.39755  0.4236
C: -2.93768 -1.09384 -0.72092  1.0555
H: -5.09570 1.54052 1.44276  0.3624
C: -2.82021 1.25974 -0.20686  -0.3660
C: 5.72852 -0.19862 -0.13634  -0.2220
O: 1.96513 -1.18662 1.23544  -0.4141
H: -2.33533 -3.72638 -0.56371  0.3639
H: -2.86044 -3.34533 -2.22869  0.3624
O: -3.72732 -2.19516 -0.73326  -0.4289
C: 5.37199 -1.51078 0.14200  -0.3910
C: -1.47282 1.28280 -0.58834  -0.2593
C: -1.61261 -1.05327 -1.12495  -0.5650
H: 0.60053 -0.98540 2.68330  0.3037
O: -4.86105 -0.02525 0.09935  -0.4296
H: 1.70864 0.40461 2.54335  0.3570
H: -5.55202 1.90188 -0.24536  0.3726
H: -1.12980 -1.94213 -1.49745  0.3943
C: -5.53974 1.12971 0.53018  -0.9157
C: -3.55628 0.09492 -0.25986  0.8841
Br: 7.51300 0.20244 -0.66739  -0.2044
H: 0.40797 0.17744 1.34347  0.1164
H: 3.79065 -2.76746 0.83351  0.4345
C: -3.18055 -3.41051 -1.18374  -0.9214
H: -3.98296 -4.14145 -1.09871  0.2368
H: 6.09277 -2.30753 0.04838  0.4152
O: -1.37707 3.65586 -0.55511  -0.6721
H: 3.03383 2.67991 0.19815  0.3694
H: -3.25591 2.18666 0.12945  0.5381
H: -6.55929 0.80928 0.73792  0.2241
H: 0.98246 3.54715 -0.24852  0.2779
C: -0.79380 2.59022 -0.49624  0.0116

Forces on the atoms, in the same order (eV/Å):
-0.47 0.14 0.32
-0.08 0.24 -0.03
-0.21 0.10 0.02
0.01 0.08 -0.03
0.40 1.15 -0.02
0.05 -0.19 0.02
-0.58 0.69 -0.24
0.41 0.01 0.03
0.17 -0.63 0.17
0.57 -0.61 0.06
-0.02 -0.06 0.01
-0.13 0.08 0.06
-0.01 -0.01 -0.04
-0.06 -0.04 0.04
0.22 0.10 -0.08
0.08 -0.11 -0.45
-0.03 0.03 -0.03
0.00 0.01 0.05
-0.03 0.44 0.12
0.00 0.19 -0.02
-0.18 -0.45 -0.12
-0.24 -0.24 -0.02
0.07 0.06 0.00
0.26 -0.26 -0.13
0.01 -0.02 -0.01
0.01 -0.02 0.03
0.00 -0.12 -0.03
-0.10 0.19 0.07
0.02 -0.14 -0.03
-0.18 -0.04 0.05
0.11 -0.15 0.21
-0.04 -0.10 0.06
0.12 -0.22 -0.09
0.09 0.02 -0.02
0.05 -0.06 0.01
-0.04 -0.03 0.01
-0.08 -0.02 0.02
-0.10 0.06 0.03
0.06 0.07 0.00
-0.23 -0.30 -0.03
0.09 0.13 0.03

LUMO energy: 0.216 eV
HOMO energy: -0.3036 hartree
Structure (SMILES): COc1ccc(Br)cc1/C=N/NC(=O)c1ccc(OC)c(OC)c1



Record-wise relative energy (zero: lowest compared OMol25 entry of this formula, charge and spin) values, in kcal/mol: 206.3 32.9 0.0 37.6
Record-wise DFT total energy values, in hartree: -16265.9673 -4993.6010 -4180.1456 -3642.4302